Density functional theory data (the ωB97M-V functional and the def2-TZVPD basis) for a molecular structure, C51H65CrN2OP2S2Si4 at a distorted geometry.

Last column: Löwdin spin population.
Positions of all 128 atoms, in Å:
1 H -4.15877 -4.02144 1.56448  0.00
2 H 0.82841 5.80918 -1.14568  0.00
3 Si -1.43949 -0.16311 4.41533  -0.02
4 C -0.15249 2.61005 -0.51946  0.01
5 H 1.88619 1.67211 -4.32108  0.00
6 C 1.65426 0.63550 -4.54302  0.00
7 C 0.19244 0.51931 5.12726  0.00
8 H -5.51933 -2.01884 0.07282  0.00
9 H -4.14091 1.62613 -0.39023  0.00
10 H -3.58912 -5.15214 -1.46926  0.00
11 C -3.57247 -4.07865 -1.65133  0.00
12 H -7.59481 -4.80263 -3.85597  0.00
13 Si -3.83212 -1.54250 1.90296  -0.02
14 H 4.43715 -0.12608 3.11835  0.00
15 C -3.85159 2.54033 0.13233  0.00
16 H -5.12588 3.30553 2.93629  0.00
17 C -5.71832 -4.52273 -2.86062  0.00
18 C 2.57978 -1.19444 3.04887  0.00
19 C 3.84392 -0.91248 3.56175  0.00
20 C -1.62892 1.11601 -1.90307  0.03
21 H -2.56114 0.46097 6.57139  0.00
22 H 6.27758 3.20161 -1.35745  0.00
23 H -2.56456 4.55586 2.27863  0.00
24 C 4.34160 -1.63017 4.63577  0.00
25 C 4.88280 0.05633 -3.09598  0.00
26 H 1.32816 4.12136 3.47431  0.00
27 P 1.98859 -0.29648 1.55519  0.01
28 C 3.30238 3.99966 2.64546  0.00
29 H -0.76401 -2.27374 5.63643  0.00
30 H 4.16081 -0.42581 0.38036  0.00
31 C -5.07978 -1.35073 3.32505  -0.01
32 H -3.75278 0.29894 5.28595  0.00
33 C 4.21811 3.19319 1.98922  0.00
34 C -0.51624 4.65995 -2.38971  0.00
35 C -1.47498 -2.23868 -1.26367  0.01
36 C -5.64826 -2.04936 -4.09452  0.00
37 C 3.88084 1.89251 1.63680  0.00
38 H 0.83955 -2.43316 3.22902  0.00
39 C -4.81253 -1.21801 0.30129  0.00
40 H -5.43236 -0.32453 3.42069  0.00
41 C -2.75197 0.66568 5.51579  -0.01
42 H -0.67058 5.45796 -3.10300  0.00
43 H -7.56177 -2.56954 -4.92003  0.00
44 H -5.54737 1.64199 2.55700  0.00
45 C -2.07523 3.59318 2.43841  0.00
46 C 3.27111 -1.05853 0.39068  0.00
47 H -2.75962 1.74933 5.38771  0.00
48 C 1.82094 -2.20562 3.62724  0.00
49 H 3.55868 5.02023 2.89734  0.00
50 C -3.37214 -3.38979 1.98363  0.00
51 H -1.73324 3.31857 -3.45278  0.00
52 C 3.57524 -2.63188 5.21525  0.00
53 C 2.62196 1.38428 1.93403  0.00
54 H -3.69333 -3.55745 -0.70237  0.00
55 H 1.95594 -1.95978 -1.04402  0.00
56 H -5.38477 -0.29255 0.39370  0.00
57 H -5.74787 -5.49623 -2.38545  0.00
58 Cr -0.20527 -0.10971 0.42429  3.14
59 N -1.37369 0.03487 -1.18252  -0.02
60 C -2.58337 0.94896 -3.05040  0.00
61 H 0.28964 0.23379 6.17676  0.00
62 H 3.53332 -2.02248 0.82845  0.00
63 H -4.57442 2.00219 3.97973  0.00
64 C -0.98426 2.37631 -1.65670  0.00
65 H -5.95388 -1.98561 3.16665  0.00
66 H 6.86428 -0.23166 -3.84522  0.00
67 H 0.72385 1.82052 2.82731  0.00
68 H -3.12025 3.05391 -0.48890  0.00
69 Si -2.04212 0.05300 2.09947  -0.15
70 H -5.61530 -1.08628 -4.58844  0.00
71 H -2.11955 0.33294 -3.82210  0.00
72 H -1.13040 3.60788 1.89416  0.00
73 H 0.51860 -1.33452 -7.04838  0.00
74 H -3.22743 -3.70146 3.01913  0.00
75 C 6.72804 1.51239 -2.59590  0.00
76 H 1.07619 1.02658 -6.56481  0.00
77 H -1.22083 -2.63438 3.97001  0.00
78 H 3.96632 -3.18561 6.05856  0.00
79 H -4.63802 -1.63456 4.28137  0.00
80 C 1.71240 2.20173 2.60810  0.00
81 H 4.48940 -0.82487 -3.58924  0.00
82 H 1.60730 -2.42140 -3.07015  0.00
83 C 0.31561 4.86645 -1.28412  0.01
84 C 1.02747 -2.01191 -5.07911  0.00
85 H 4.61684 1.29640 1.11312  0.00
86 H 3.88327 2.61566 -1.12523  0.00
87 H 0.22857 1.60938 5.08519  0.00
88 H 5.20244 3.57407 1.74700  0.00
89 C 1.50173 -1.65243 -3.82375  0.00
90 C -6.73885 -2.88551 -4.29196  0.00
91 H 1.12686 3.98160 0.49199  0.00
92 H -1.84595 3.50893 3.50323  0.00
93 C 4.54415 1.98727 -1.71002  0.00
94 S -0.47669 -2.39967 0.14296  -0.03
95 C -4.75065 2.28012 2.94148  -0.01
96 C 6.21881 0.39006 -3.23801  0.00
97 C 5.88705 2.31636 -1.84389  0.00
98 P 2.32901 0.28214 -1.89413  0.01
99 H 7.77823 1.75909 -2.68302  0.00
100 H 1.07101 0.14081 4.60800  0.00
101 H -3.74929 -1.79425 -3.12469  0.00
102 C 1.19616 0.27221 -5.79739  0.00
103 H 0.76818 -3.04549 -5.26555  0.00
104 H 5.32574 -1.39577 5.01915  0.00
105 C 1.81682 -0.32704 -3.54322  0.00
106 C 4.03827 0.83886 -2.30943  0.00
107 C -4.60594 -2.44025 -3.26903  0.00
108 H -2.44865 -3.61238 1.45215  0.00
109 C -4.64220 -3.67395 -2.62597  0.00
110 S -1.85789 -3.70373 -2.19232  0.00
111 H -2.46272 -2.32820 5.17018  0.00
112 C -1.46789 -2.02493 4.84062  0.00
113 H -2.89545 1.89256 -3.48115  0.00
114 Si -3.17843 2.14917 1.87225  -0.02
115 H 1.71504 -3.69461 5.16301  0.00
116 H -4.14916 -1.10878 -0.55879  0.00
117 H -3.46358 0.41400 -2.69767  0.00
118 N -1.87074 -1.11606 -1.74729  0.01
119 C 0.88145 -1.05372 -6.06843  0.00
120 C -1.13080 3.44889 -2.56674  0.01
121 O 0.04542 1.71407 0.39835  0.03
122 C -6.76217 -4.13196 -3.68660  0.00
123 H -4.73843 3.17334 0.19204  0.00
124 H 3.61987 -1.78493 -1.62539  0.00
125 C 2.04850 3.49600 2.96258  0.00
126 C 2.31760 -2.91844 4.70906  0.00
127 C 0.48979 3.85738 -0.37293  0.00
128 C 2.82147 -1.30099 -1.05941  0.00

Atomic forces in eV per Å
H -0.14 0.10 0.00
H -0.03 0.04 -0.01
Si -0.10 -0.11 0.63
C -0.21 -0.16 -0.37
H -0.01 0.02 -0.06
C -0.06 -0.10 0.07
C -0.11 0.06 -0.47
H -0.01 -0.07 0.10
H -0.03 -0.04 -0.02
H -0.09 0.02 0.08
C 0.41 0.20 -0.11
H -0.01 0.00 0.01
Si -0.39 -0.29 0.08
H 0.08 0.04 0.04
C 0.28 -0.26 0.04
H 0.09 0.09 -0.11
C 0.02 0.01 0.07
C -0.30 -0.06 -0.02
C -0.06 -0.03 -0.01
C -0.14 -0.81 -0.01
H 0.12 -0.07 0.01
H -0.01 0.01 0.00
H -0.11 -0.01 -0.02
C -0.02 0.07 -0.04
C 0.04 0.03 0.04
H -0.04 -0.02 0.00
P 1.65 -0.20 0.16
C 0.01 -0.02 -0.04
H 0.04 0.08 0.05
H 0.02 -0.11 0.18
C 0.20 0.21 -0.07
H -0.03 0.01 0.00
C 0.03 0.02 -0.01
C 0.04 0.22 -0.12
C 0.17 0.63 0.25
C -0.02 0.01 0.03
C 0.00 -0.06 -0.09
H -0.01 0.00 0.01
C 0.33 0.09 0.16
H -0.03 0.02 0.02
C -0.01 -0.11 -0.27
H 0.01 -0.05 -0.07
H 0.02 -0.02 -0.03
H -0.02 -0.01 -0.05
C 0.03 -0.31 -0.12
C -0.40 0.10 -0.42
H 0.04 0.04 -0.02
C 0.01 0.04 -0.19
H 0.02 0.00 0.04
C 0.24 0.23 -0.04
H -0.01 0.02 0.02
C 0.05 -0.01 0.01
C -0.34 0.05 0.01
H -0.08 -0.12 0.05
H -0.08 -0.08 -0.04
H 0.00 0.05 0.03
H 0.02 -0.02 0.02
Cr -0.45 -0.61 0.25
N 0.29 0.53 -0.16
C -0.01 0.15 -0.07
H -0.17 -0.11 0.02
H 0.05 0.11 0.10
H -0.03 -0.01 0.03
C 0.43 0.55 0.31
H 0.02 -0.09 -0.11
H 0.02 0.01 0.01
H -0.02 0.06 0.00
H 0.04 0.05 0.01
Si -0.44 0.01 0.42
H 0.02 0.02 0.02
H -0.03 -0.02 -0.03
H 0.05 -0.01 -0.02
H -0.02 0.00 0.00
H -0.02 0.06 0.07
C 0.00 0.03 0.03
H 0.01 -0.01 -0.01
H 0.00 -0.06 0.00
H -0.04 -0.02 0.02
H 0.04 -0.04 0.02
C 0.09 0.00 -0.01
H 0.02 -0.02 -0.02
H -0.01 0.01 0.03
C -0.06 -0.27 0.09
C 0.02 0.01 0.01
H -0.01 0.01 0.00
H 0.00 0.01 0.04
H -0.04 0.04 0.00
H 0.00 0.00 -0.02
C -0.07 0.01 0.02
C -0.01 -0.04 -0.03
H 0.02 0.00 0.02
H -0.01 -0.04 0.06
C -0.07 -0.04 -0.01
S 0.39 -0.35 -0.08
C 0.24 -0.26 0.05
C -0.02 -0.05 -0.06
C 0.07 0.09 -0.01
P 0.29 -0.33 -0.14
H 0.00 0.01 -0.04
H 0.04 0.04 0.04
H 0.01 -0.01 0.02
C 0.02 0.09 -0.03
H 0.00 -0.01 -0.07
H 0.01 -0.03 0.04
C -0.16 0.10 0.12
C -0.12 0.08 0.21
C -0.05 0.02 -0.05
H 0.00 -0.05 -0.03
C -0.07 0.00 -0.06
S -0.21 -0.28 -0.02
H -0.06 0.02 -0.01
C -0.01 0.18 -0.23
H 0.00 -0.01 0.05
Si -0.32 0.51 0.14
H -0.01 -0.01 -0.02
H -0.01 0.01 -0.06
H 0.01 0.00 -0.05
N -0.45 -0.55 -0.66
C -0.04 -0.06 -0.02
C -0.08 -0.11 -0.07
O 0.19 0.94 -0.06
C -0.07 0.02 -0.02
H -0.01 0.03 0.16
H 0.00 -0.04 0.05
C -0.01 0.02 0.12
C -0.06 -0.07 0.07
C 0.05 0.07 0.05
C -0.23 0.29 0.23

## Properties
Kohn-Sham gap (alpha / beta): 7.2584 / 6.8700 eV
total charge: 0
spin multiplicity: 4


Density functional theory data (the ωB97M-V functional and the def2-TZVPD basis) for a molecular structure, C18H21AlF8N4O3P at a distorted geometry.

Last column: natural (NBO) charge in e.
Positions of all 56 atoms, in Å:
1 N 4.80376 3.03936 6.15411  -0.35
2 H -5.17451 -1.37801 -0.27176  0.21
3 O -1.14479 0.10338 0.68801  -0.98
4 F 4.03506 -1.42361 0.09778  -0.35
5 H -7.64862 0.86832 -1.93250  0.25
6 F 0.06320 -3.92711 -0.76008  -0.37
7 C 0.85928 -1.22493 -3.08776  -1.09
8 C -0.57668 -1.70857 -3.44376  0.59
9 C -6.21098 2.05269 -0.93207  0.30
10 H 1.63686 2.83925 6.06995  0.26
11 N -5.38436 2.17700 -0.14655  -0.33
12 P 0.36417 0.46082 0.04504  1.58
13 H -2.04974 -3.71043 -2.35868  0.22
14 H -4.06115 0.76865 -1.15736  0.21
15 F 5.45553 -1.78630 -2.04838  -0.36
16 H -1.93418 0.69432 -2.62869  0.24
17 C 4.16117 -1.35040 -2.38083  0.51
18 H 0.50035 1.31289 -1.89683  0.36
19 C 0.97660 -3.18396 1.30542  0.52
20 H -8.09361 2.57639 -1.74027  0.25
21 F -0.18328 -2.59303 1.76642  -0.33
22 H -4.13917 -3.69084 -0.94541  0.21
23 F 3.51390 0.49122 -0.97000  -0.38
24 H 3.68581 -2.19684 -2.92891  0.15
25 C -2.50876 -2.73375 -2.06924  -0.19
26 F 2.31116 -3.90363 -0.52885  -0.38
27 H 1.13194 2.02505 1.30451  0.49
28 C -4.26328 -1.40839 -0.91334  -0.25
29 H 2.16219 1.88053 7.46928  0.25
30 Al 1.37208 -1.31933 -1.12117  1.18
31 C -2.40873 -0.22744 -2.23960  -0.21
32 H 4.02501 2.98804 3.22723  0.26
33 O 1.33066 1.06702 1.28764  -0.99
34 H -1.53730 0.97848 0.88546  0.49
35 H 0.91613 -4.26807 1.61417  0.12
36 H 1.07784 -0.19189 -3.45962  0.26
37 F 2.08488 -2.67398 1.96984  -0.34
38 N 1.34529 4.54667 2.57640  -0.36
39 C -1.83849 -1.52188 -2.56471  -0.13
40 F 4.30118 -0.21693 -3.16605  -0.34
41 H -6.87186 2.10631 -2.93959  0.26
42 C -3.62020 -0.22127 -1.42089  -0.15
43 H 1.56033 -1.91444 -3.64056  0.24
44 C 1.12333 -3.16066 -0.25292  0.21
45 C 2.42278 4.15840 2.49536  0.30
46 H 2.24459 1.18785 5.83638  0.27
47 H 4.51127 4.48184 2.40813  0.25
48 C -7.27297 1.89090 -1.94977  -0.71
49 C 3.41539 -0.93046 -1.04927  0.22
50 N 0.14555 1.66334 -0.99825  -1.37
51 C 3.73275 2.62905 6.26592  0.30
52 H 3.93126 3.10035 1.45455  0.27
53 C -3.70541 -2.71826 -1.26228  -0.23
54 C 3.80886 3.64909 2.38871  -0.72
55 O -0.73990 -2.25379 -4.52473  -0.56
56 C 2.35782 2.10098 6.42035  -0.72

Atomic forces in eV per Å
N -0.56 -0.20 0.03
H 0.89 0.27 -0.62
O 1.58 0.84 0.44
F 0.02 0.33 -1.24
H 0.06 0.04 0.01
F 0.78 0.30 0.60
C -0.30 -0.50 0.54
C 0.20 0.56 -1.04
C -0.58 0.02 -0.42
H 0.06 -0.03 -0.02
N -0.22 0.17 0.10
P -0.57 1.41 -0.16
H -0.49 0.96 0.34
H 0.63 -1.16 -0.28
F -0.94 0.39 -0.61
H -0.49 -0.63 0.60
C 1.38 0.42 1.39
H -0.16 0.53 0.27
C 0.04 -2.33 0.55
H 0.06 -0.02 0.02
F 1.29 0.04 -0.71
H 0.26 1.00 -0.14
F 0.37 -1.13 0.10
H 0.27 0.89 0.22
C -0.19 0.94 -0.05
F -1.11 0.28 0.40
H 0.20 -0.31 -0.08
C 1.57 -0.87 -1.22
H 0.06 0.02 -0.04
Al 0.46 -0.30 -0.29
C -0.86 -2.52 0.52
H -0.03 0.02 -0.05
O -1.47 -0.33 -0.51
H -0.12 -0.49 -0.23
H 0.03 0.92 -0.20
H -0.45 -0.70 0.22
F -1.29 0.14 -0.95
N 0.01 -0.02 0.06
C -1.39 0.06 1.50
F -0.25 -1.48 0.24
H 0.02 -0.02 0.06
C 0.43 -0.42 -0.30
H -0.82 0.68 0.27
C 0.32 0.56 0.29
C 0.67 -0.27 -0.07
H 0.03 0.06 0.00
H -0.08 -0.01 0.02
C 0.40 0.04 0.36
C -1.07 0.61 -0.12
N 0.37 -1.04 0.30
C -0.10 -0.04 0.05
H -0.09 -0.02 0.05
C 1.28 2.09 -0.87
C -0.46 0.17 -0.01
O -0.13 -0.14 0.75
C 0.49 0.19 -0.09

## Properties
Kohn-Sham gap: 7.7036 eV
total charge: -1
spin multiplicity: 1


Density functional theory data (the ωB97M-V functional and the def2-TZVPD basis) for C5H6O in the gas phase.

Last column: natural (NBO) charge in e.
Positions of all 12 atoms, in Å:
1 O -0.98448 -0.90518 1.11649  -0.53
2 C 1.60022 -0.61200 0.01754  0.00
3 H -2.45834 0.88671 -0.28699  0.25
4 C -0.71271 -0.23071 0.15272  0.62
5 H 0.45542 -0.07636 -1.71994  0.23
6 H -0.98085 1.65152 -0.93305  0.22
7 C 2.34230 -0.54729 0.96144  -0.23
8 C 0.40006 -0.68666 -0.81328  -0.58
9 H -1.34566 1.69117 0.81814  0.25
10 C -1.40055 1.09152 -0.09497  -0.73
11 H 0.20886 -1.72704 -1.09834  0.26
12 H 2.87574 -0.53569 1.88024  0.24

Atomic forces in eV per Å
O -0.06 0.17 -0.48
C 0.30 0.03 0.53
H 0.10 0.06 -0.01
C -0.21 -0.14 0.29
H 0.02 -0.06 0.21
H -0.05 -0.09 0.11
C -0.37 -0.08 -0.36
C 0.00 -0.07 -0.02
H -0.01 -0.09 -0.13
C -0.04 0.07 -0.04
H 0.01 0.14 0.03
H 0.31 0.05 -0.14

## Properties
SMILES string: C#CCC(C)=O
energy relative to the best compared isomer or geometry (same formula, charge and spin): 1.862 eV
Kohn-Sham gap: 10.5584 eV
total charge: 0
spin multiplicity: 1


Density functional theory data (the ωB97M-V functional and the def2-TZVPD basis) for a molecular structure, C16H21N3O7P2RuS at a distorted geometry.

Last column: natural (NBO) charge in e.
Positions of all 51 atoms, in Å:
1 C -2.78469 1.58204 -0.40140  -0.07
2 N -1.61094 -1.92111 0.08942  -0.43
3 O 1.68303 -1.42084 -0.79828  -1.12
4 H 3.54088 2.29622 -2.16138  0.24
5 P 1.00451 -0.20729 -3.31006  2.37
6 P 2.39864 -0.06585 -0.80555  2.39
7 O 1.60640 0.97154 -0.06292  -1.07
8 H -3.81784 -4.96026 1.06151  0.23
9 H -3.16882 -4.59714 3.46735  0.23
10 H -0.50518 -1.37090 4.40636  0.23
11 H -3.16376 -2.35147 -2.76745  0.24
12 C -2.56022 -3.75461 3.16463  -0.18
13 H -0.93054 5.34516 -0.12240  0.22
14 H -1.89370 -3.30071 5.13814  0.23
15 C -3.08832 -3.70948 -0.50323  -0.26
16 C 2.55020 0.43369 -2.57653  -0.48
17 H 1.42575 -2.09836 -2.49030  0.55
18 H 2.79349 2.21689 -3.77175  0.23
19 O 1.11262 -1.77353 -3.36642  -0.99
20 N -1.43054 1.39912 -0.27086  -0.42
21 C -2.50367 -3.40843 1.79490  -0.02
22 H 4.43428 -0.77115 -0.77196  0.53
23 O 3.66142 -0.29220 -3.08783  -0.72
24 C -2.28790 -2.59137 -0.83861  0.30
25 C -1.67867 4.88908 0.52152  -0.41
26 C -1.71519 -2.31999 1.39263  0.13
27 O 1.09800 0.23283 -4.82650  -0.98
28 Ru -0.27011 -0.26173 -0.40099  0.78
29 O 3.87561 -0.15832 -0.27128  -0.96
30 C -0.90908 2.56315 0.07390  0.21
31 C -2.21051 -2.17527 -2.27051  -0.67
32 H -1.44794 -2.76114 -2.78939  0.25
33 H 0.13703 2.74055 0.26259  0.25
34 C -1.85071 -3.03656 4.09066  -0.19
35 C -3.20098 -4.11174 0.79207  -0.11
36 O -0.22882 0.29737 -2.62477  -1.10
37 H -1.35926 4.97231 1.55807  0.23
38 H -1.94724 -1.12631 -2.36599  0.25
39 H -2.61975 5.41601 0.39750  0.23
40 H -3.44363 0.77950 -0.68119  0.23
41 H 0.25054 0.25619 -5.29195  0.53
42 N -1.87138 3.49084 0.15830  -0.31
43 S -0.07795 -0.24692 1.81346  0.30
44 H -3.60388 -4.23581 -1.29426  0.23
45 H -3.99924 3.42265 -0.13873  0.24
46 H 3.74965 -0.13973 -4.03714  0.49
47 C -1.00038 -1.59088 2.34913  -0.23
48 C 2.67538 1.94453 -2.72213  -0.64
49 C -1.06482 -1.94720 3.68039  -0.16
50 H 1.78343 2.43292 -2.33167  0.24
51 C -3.06841 2.88413 -0.13981  -0.06

Atomic forces in eV per Å
C 0.02 -0.03 -0.07
N -0.38 0.44 -1.64
O -0.52 0.08 -0.04
H 0.01 0.00 -0.01
P -0.10 -0.03 -0.39
P 0.40 -0.45 -0.11
O -0.47 0.32 -0.53
H 0.01 0.00 0.00
H 0.00 0.00 -0.02
H -0.01 -0.03 0.02
H 0.01 -0.06 0.01
C 0.03 0.02 0.06
H -0.01 -0.02 -0.03
H 0.01 -0.01 0.00
C 0.05 -0.01 0.05
C -0.15 -0.12 0.02
H -0.11 0.00 0.00
H 0.02 -0.01 0.00
O 0.16 -0.05 -0.04
N -0.45 -0.31 0.00
C -0.04 -0.11 0.05
H 0.01 0.07 0.01
O 0.02 0.01 0.08
C -0.06 -0.11 0.19
C 0.05 0.04 0.04
C 0.01 -0.04 -0.04
O -0.13 0.06 0.10
Ru 1.26 0.24 2.53
O -0.05 0.08 0.04
C -0.03 0.11 -0.08
C -0.03 0.04 0.03
H 0.01 0.01 0.00
H -0.01 -0.01 0.02
C -0.01 0.00 -0.11
C -0.02 -0.03 -0.07
O 0.18 -0.26 0.25
H -0.02 -0.03 0.01
H 0.00 0.03 -0.03
H -0.01 -0.02 -0.02
H 0.00 -0.01 0.03
H 0.07 0.02 -0.04
N -0.04 -0.02 -0.03
S 0.50 0.14 -0.71
H -0.01 0.04 -0.02
H 0.01 0.02 0.00
H 0.02 0.03 0.01
C -0.17 -0.12 0.62
C -0.02 -0.04 -0.06
C -0.02 0.05 -0.07
H 0.01 0.02 -0.01
C 0.00 0.02 0.01

## Properties
energy relative to the best compared isomer or geometry (same formula, charge and spin): 0.071 eV
Kohn-Sham gap (alpha / beta): 7.7628 / 6.5347 eV
total charge: +1
spin multiplicity: 2


Which of these has the highest total charge? C16H21N3O7P2RuS